(1)
The following is a DFT calculation (ωB97M-V with the def2-TZVPD basis set) of 2 unconnected molecules or ions with the total composition C3H8O4 in a non-equilibrium geometry.

Its total charge is 0. As for the structure (SMILES): O=C(O)CCO.O. For the largest force on an atom, the calculation gives 2.52 eV/A. The value obtained for the energy above the lowest of the compared OMol25 structures with the same formula, charge and spin is 22.9 kcal per mole. The value obtained for the LUMO energy is 0.0197 Ha. Its HOMO-LUMO gap is 11.2 eV.

CARTESIAN COORDINATES (ANGSTROEM)
O (-0.18507, -2.47842, 2.23309)
C (0.59799, -2.11619, 1.38842)
O (1.69842, -2.92865, 1.09440)
C (0.46954, -0.88343, 0.50550)
C (-0.53414, 0.21166, 0.96707)
O (-0.86357, 1.16755, -0.03213)
H (2.01756, -3.65838, 1.69245)
H (1.45123, -0.37283, 0.53729)
H (0.25251, -1.13003, -0.55163)
H (-0.04875, 0.65470, 1.85789)
H (-1.46485, -0.28482, 1.30287)
H (-1.41721, 1.84961, 0.40224)
O (-0.83164, 3.67641, -3.87592)
H (-0.09721, 3.24696, -4.37033)
H (-1.04481, 3.04585, -3.15121)

Here are the natural (NBO) charges for atoms 1 to 8, given in e: number 1, O, carries -0.571; number 2, C, carries 0.806; number 3, O, carries -0.742; number 4, C, carries -0.538; number 5, C, carries -0.053; number 6, O, carries -0.723; number 7, H, carries 0.516; number 8, H, carries 0.236

---

(2)
The following is a DFT calculation (ωB97M-V with the def2-TZVPD basis set) of a molecular structure, C16H30N2OP2Pt in a non-equilibrium geometry.

Its total charge is 0. For the largest force on an atom, the calculation gives 2.98 eV/A. The value obtained for the LUMO energy (alpha / beta) is 0.0201 / -0.0447 Ha. The spin multiplicity is 5. Its HOMO-LUMO gap (alpha / beta) is 4.6 / 6.2 eV.

CARTESIAN COORDINATES (ANGSTROEM)
Pt (0.12383, -0.36235, 0.17335)
P (-2.05275, -0.15694, 1.23127)
P (2.22539, -0.46572, -0.86800)
N (-0.59360, 0.94413, -1.00205)
H (-0.48665, -1.17153, 1.46258)
C (-1.90381, 0.90694, 2.68712)
H (-2.88278, 0.87747, 3.19660)
H (-1.68560, 1.93044, 2.33911)
H (-1.09562, 0.56443, 3.35109)
C (-2.81675, -1.72006, 1.72249)
H (-3.82699, -1.47385, 2.05058)
H (-2.24417, -2.23795, 2.50397)
H (-2.89097, -2.36579, 0.84297)
C (-3.25430, 0.62159, 0.16086)
H (-4.22895, 0.48759, 0.64657)
H (-3.23838, 0.12931, -0.82011)
H (-3.01544, 1.68671, 0.05751)
C (3.72044, 0.48562, -0.38441)
H (4.54802, 0.42479, -1.10979)
H (4.06273, 0.15383, 0.60136)
H (3.42720, 1.53866, -0.32256)
C (2.79778, -2.19793, -1.10317)
H (3.69199, -2.33442, -1.72517)
H (2.00640, -2.78480, -1.57591)
H (3.00553, -2.69549, -0.15271)
C (2.07502, 0.08625, -2.59404)
H (2.93572, -0.13678, -3.23182)
H (1.93086, 1.16514, -2.60294)
H (1.19209, -0.36466, -3.03963)
C (-0.76894, 1.90315, -1.85031)
C (-0.85248, 4.22565, -2.39069)
C (-0.51374, 3.25674, -1.47231)
C (-1.27182, 1.50999, -3.11764)
C (-1.58348, 2.50488, -4.00146)
C (-1.38883, 3.83165, -3.62992)
H (-0.69881, 5.27009, -2.10776)
H (-0.10889, 3.43618, -0.46425)
H (-1.41598, 0.43994, -3.28414)
H (-1.98725, 2.21706, -4.96984)
H (-1.65107, 4.62332, -4.33013)
C (1.59830, -1.70723, 2.70885)
O (2.46592, -1.17074, 2.00452)
C (0.97924, -1.02468, 3.90337)
H (1.20885, -1.72431, 4.72985)
H (-0.07970, -0.66759, 3.99606)
H (1.50776, -0.09568, 4.04725)
C (1.11632, -3.13110, 2.49151)
H (2.11615, -3.55341, 2.54485)
H (0.68457, -3.27074, 1.48490)
H (0.43757, -3.51999, 3.25513)
N (-0.85525, -2.91067, -1.30579)
C (-0.46467, -1.97715, -0.73718)

Here are the natural (NBO) charges for atoms 1 to 8, given in e: number 1, Pt, carries 0.645; number 2, P, carries 1.049; number 3, P, carries 0.987; number 4, N, carries -0.353; number 5, H, carries -0.236; number 6, C, carries -0.965; number 7, H, carries 0.221; number 8, H, carries 0.247

---

(3)
The following is a DFT calculation (ωB97M-V with the def2-TZVPD basis set) of a molecular structure, C28H27DyN5O2S in a non-equilibrium geometry.

Its total charge is +1. For the largest force on an atom, the calculation gives 2.74 eV/A. The value obtained for the LUMO energy (alpha / beta) is -0.1365 / -0.1363 Ha. The spin multiplicity is 6. Its HOMO-LUMO gap (alpha / beta) is 6.6 / 6.6 eV.

CARTESIAN COORDINATES (ANGSTROEM)
Dy (0.38562, -0.02636, 0.12234)
C (-0.02797, -3.42669, -0.65628)
O (-0.56656, -2.10333, -0.69741)
C (-1.72752, -1.92292, -1.46127)
C (-2.32976, -2.93416, -2.19054)
C (-3.45657, -2.66932, -2.95769)
C (-3.98617, -1.38993, -3.00195)
C (-3.41067, -0.37957, -2.26041)
C (-2.27906, -0.61843, -1.47521)
N (-1.65339, 0.37448, -0.70917)
N (-2.07680, 1.58101, -0.94357)
C (-1.54789, 2.66277, -0.37167)
C (-0.55895, 2.67070, 0.69208)
O (-0.08117, 1.60075, 1.21678)
C (-0.12653, 3.93613, 1.19540)
C (-0.54609, 5.10969, 0.65703)
C (-1.46386, 5.14563, -0.42677)
C (-1.84301, 6.36021, -1.02385)
C (-2.77210, 6.38460, -2.03389)
C (-3.34468, 5.19181, -2.47680)
C (-2.95576, 3.98758, -1.93565)
C (-2.00743, 3.93169, -0.90697)
H (-0.73422, -4.12355, -0.19375)
H (0.88171, -3.36978, -0.05417)
H (0.23260, -3.77712, -1.65761)
H (-1.93763, -3.93932, -2.17894)
H (-3.90773, -3.47003, -3.52122)
H (-4.85401, -1.18775, -3.60601)
H (-3.81958, 0.61677, -2.26247)
H (0.57785, 3.91195, 2.01601)
H (-0.17768, 6.04558, 1.05516)
H (-1.38835, 7.27452, -0.67319)
H (-3.06260, 7.32060, -2.48510)
H (-4.09323, 5.21450, -3.25485)
H (-3.37999, 3.06363, -2.29176)
S (2.96701, 0.30516, -0.35939)
C (2.26174, 1.42049, -1.47766)
C (2.95771, 2.53740, -1.96582)
C (2.30008, 3.43233, -2.77658)
C (0.98441, 3.16774, -3.16136)
C (0.39060, 2.01105, -2.70774)
N (0.98378, 1.15533, -1.86097)
H (3.98511, 2.67544, -1.67283)
H (2.80072, 4.32466, -3.12383)
H (0.44914, 3.84972, -3.80190)
H (-0.60835, 1.73818, -3.02869)
N (0.89951, -1.49466, 1.89320)
C (1.45321, -2.17275, 2.66168)
N (2.05182, -2.94209, 3.48741)
C (1.30289, -3.69522, 4.49309)
C (2.09276, -4.94238, 4.88077)
C (2.66290, -5.59046, 3.62230)
C (3.69791, -4.66773, 2.95750)
C (3.47880, -3.20892, 3.37509)
H (0.33764, -3.98223, 4.06442)
H (1.11473, -3.06026, 5.36573)
H (1.42402, -5.63137, 5.39470)
H (2.89922, -4.68914, 5.56873)
H (1.84158, -5.79042, 2.93059)
H (3.12088, -6.54583, 3.87168)
H (3.63024, -4.75945, 1.87285)
H (4.70706, -4.95539, 3.24870)
H (3.92061, -2.52224, 2.65047)
H (3.93145, -3.01334, 4.35121)

Here are the Löwdin charges for atoms 1 to 8, given in e: number 1, Dy, carries 1.416; number 2, C, carries -0.048; number 3, O, carries -0.255; number 4, C, carries -0.189; number 5, C, carries -0.014; number 6, C, carries -0.058; number 7, C, carries -0.065; number 8, C, carries -0.002

---

(4)
The following is a DFT calculation (ωB97M-V with the def2-TZVPD basis set) of C4H8N2O in the gas phase in a non-equilibrium geometry.

Its total charge is 0. For the largest force on an atom, the calculation gives 1.16 eV/A. The value obtained for the energy above the lowest of the compared OMol25 structures with the same formula, charge and spin is 133.3 kcal per mole. The value obtained for the LUMO energy (alpha / beta) is 0.0025 / -0.0172 Ha. Its HOMO-LUMO gap (alpha / beta) is 8.3 / 7.5 eV.

CARTESIAN COORDINATES (ANGSTROEM)
C (-1.82670, 0.74762, 0.63245)
N (-0.46285, 0.26892, 0.83411)
C (0.27297, -0.02958, -0.33841)
C (1.73081, -0.19416, -0.11680)
O (2.41864, 0.64758, 0.66401)
C (0.09455, -1.34063, -1.26012)
N (-0.70941, -2.17796, -1.50192)
H (-2.42458, 0.05627, 0.02092)
H (-2.30794, 0.86907, 1.60719)
H (-1.80686, 1.72777, 0.14358)
H (-0.46562, -0.56074, 1.41766)
H (0.05431, 0.70475, -1.12039)
H (1.30626, -1.03596, -1.65377)
H (2.19232, -1.16489, -0.09996)
H (1.93409, 1.48194, 0.77144)

Here are the natural (NBO) charges for atoms 1 to 8, given in e: number 1, C, carries -0.416; number 2, N, carries -0.612; number 3, C, carries -0.166; number 4, C, carries 0.136; number 5, O, carries -0.636; number 6, C, carries -0.008; number 7, N, carries -0.313; number 8, H, carries 0.192

---

(5)
The following is a DFT calculation (ωB97M-V with the def2-TZVPD basis set) of a gas-phase ion, C28H34N5O (charge +1) in a non-equilibrium geometry.

Its total charge is +1. As for the structure (SMILES): Cc1cc(C)c(-n2cc[n+](C)c2/C([O-])=C/[C@H](c2ccccc2)N2CCCN3CC[NH+]=C32)c(C)c1. For the largest force on an atom, the calculation gives 4.48 eV/A. The value obtained for the energy above the lowest of the compared OMol25 structures with the same formula, charge and spin is 64.1 kcal per mole. The value obtained for the LUMO energy is -0.0849 Ha. Its HOMO-LUMO gap is 7.4 eV.

CARTESIAN COORDINATES (ANGSTROEM)
C (-5.71379, -2.81382, 1.79910)
C (-4.70808, -1.70218, 1.85647)
C (-3.66924, -1.75846, 2.78891)
C (-2.72523, -0.72893, 2.87797)
C (-1.62275, -0.79553, 3.88451)
C (-2.83126, 0.35454, 2.00248)
N (-1.93775, 1.46881, 2.13379)
C (-2.28326, 2.64448, 2.79338)
C (-1.19179, 3.44799, 2.77894)
N (-0.18484, 2.77749, 2.09935)
C (1.13497, 3.33489, 1.80035)
C (-0.64303, 1.58818, 1.69128)
C (-0.03064, 0.59199, 0.80558)
O (-0.80788, -0.18315, 0.18486)
C (1.38243, 0.48159, 0.72722)
C (2.18736, -0.16094, -0.32557)
C (3.72543, -0.03315, -0.02366)
C (4.59569, -0.75129, -0.83440)
C (5.96559, -0.73626, -0.60864)
C (6.48307, -0.08735, 0.52019)
C (5.59335, 0.49794, 1.42467)
C (4.23745, 0.58046, 1.15130)
N (1.47044, -0.00556, -1.74662)
C (2.54598, 0.45539, -2.58100)
C (2.16562, 0.75182, -4.03961)
C (1.58631, -0.39646, -4.79464)
N (0.67830, -1.05402, -3.84117)
C (-0.32904, -2.04617, -4.27510)
C (-1.04995, -2.39632, -2.99039)
N (-0.24655, -1.72007, -1.99777)
C (0.60996, -0.85126, -2.50945)
C (-3.84422, 0.42533, 1.04672)
C (-3.90728, 1.56245, 0.07950)
C (-4.78332, -0.61109, 0.98367)
H (-6.49899, -2.58684, 1.07248)
H (-5.24034, -3.76176, 1.51135)
H (-6.18109, -2.97051, 2.77961)
H (-3.59006, -2.60867, 3.47405)
H (-1.57174, 0.10693, 4.51008)
H (-1.80782, -1.65216, 4.54564)
H (-0.63872, -0.95059, 3.41532)
H (-3.27161, 2.81480, 3.17885)
H (-1.04265, 4.44567, 3.13087)
H (1.03311, 4.41851, 1.86461)
H (1.89411, 3.00533, 2.52713)
H (1.46682, 3.06595, 0.78434)
H (1.70911, 0.87067, 1.73243)
H (2.11227, -1.29402, -0.75649)
H (4.15405, -1.47750, -1.55678)
H (6.60175, -1.36345, -1.26611)
H (7.54130, -0.09877, 0.67752)
H (5.94102, 0.80970, 2.41155)
H (3.55855, 0.91190, 1.95116)
H (3.42167, -0.20980, -2.57553)
H (2.85792, 1.38894, -2.11295)
H (1.43976, 1.55300, -4.01284)
H (3.01045, 1.17168, -4.59109)
H (0.99109, -0.12698, -5.67178)
H (2.36833, -1.10778, -5.07946)
H (-1.00618, -1.60710, -5.01327)
H (0.06849, -2.95315, -4.74716)
H (-2.06648, -2.00295, -2.92771)
H (-1.12853, -3.46075, -2.74425)
H (-0.57760, -1.45750, -1.04868)
H (-4.76060, 1.39940, -0.59096)
H (-4.05364, 2.53276, 0.57330)
H (-3.00306, 1.61960, -0.54546)
H (-5.58272, -0.55589, 0.23802)

Here are the natural (NBO) charges for atoms 1 to 8, given in e: number 1, C, carries -0.634; number 2, C, carries 0.021; number 3, C, carries -0.214; number 4, C, carries 0.003; number 5, C, carries -0.644; number 6, C, carries 0.172; number 7, N, carries -0.319; number 8, C, carries -0.033

---

Question: Which value of total charge does entry 1 give?
Answer: 0